[1]
# CH3O4PS

The ion CH3O4PS with charge -2 in a non-equilibrium geometry (ωB97M-V/def2-TZVPD, OMol25).

Total charge   -2
E_HOMO   0.675 eV
Relative energy (zero: lowest compared OMol25 entry of this formula, charge and spin)   2.117 eV

Last column: Löwdin charge in e.
Geometry (Å):
H (-1.023, 0.385, -0.341)  -0.039
H (0.339, 1.234, 0.236)  0.039
O (0.848, -2.714, 0.262)  -0.484
O (3.078, -2.565, -0.910)  -0.513
H (0.280, -0.568, 0.502)  -0.039
O (2.514, -0.865, 1.022)  -0.490
C (0.001, 0.256, -0.178)  -0.353
S (0.820, -0.593, -1.674)  0.655
P (2.030, -1.854, -0.056)  -0.021
O (1.495, 0.452, -2.470)  -0.756

***

[2]
# CH3O4S

The ion CH3O4S with charge -1 in a non-equilibrium geometry (ωB97M-V/def2-TZVPD, OMol25).

Total charge   -1
E_HOMO   -2.961 eV
Relative energy (zero: lowest compared OMol25 entry of this formula, charge and spin)   1.319 eV

Last column: Löwdin charge in e.
Geometry (Å):
S (-1.967, -0.279, 0.401)  0.692
H (-0.036, -1.120, -1.055)  0.084
O (0.847, -1.001, 0.712)  -0.117
O (-2.085, 1.255, 0.430)  -0.603
O (-2.640, -0.904, -0.730)  -0.596
H (1.210, -0.237, 1.257)  0.104
C (0.028, -0.382, -0.303)  -0.494
O (0.211, 0.962, -0.560)  -0.116
H (-0.591, 1.519, -0.287)  0.045

***

[3]
# CH3O5P2

A structure of composition CH3O5P2 in a non-equilibrium geometry (ωB97M-V/def2-TZVPD, OMol25).

Total charge   -1
E_HOMO   -4.620 eV
Relative energy (zero: lowest compared OMol25 entry of this formula, charge and spin)   0.509 eV

Last column: Löwdin charge in e.
Geometry (Å):
C (-2.624, -0.865, 0.092)  -0.319
H (1.204, 1.489, -0.510)  -0.008
P (1.720, -0.557, -0.080)  0.338
O (1.919, 0.740, 0.899)  -0.275
H (-2.600, -1.587, 0.803)  -0.121
O (1.851, -0.173, -1.491)  -0.314
P (-1.001, -0.235, -0.019)  0.681
O (-0.961, 1.151, -0.513)  -0.526
O (1.643, 1.915, 0.219)  -0.078
H (-3.377, -0.117, -0.016)  -0.046
O (2.225, -1.762, 0.613)  -0.333

***

Question: The highest E_HOMO belongs to which entry?
Answer: CH3O4PS

***

Question: Look up the total charge of the second one.
Answer: -1